14
Properties=species:S:1:pos:R:3 method="wB97M-V/def2-TZVPD" total_charge=+1 e_lumo_ev=-4.871 orbital_gap_ev=10.4 energy_ev=-6793.1330
N -0.99650 -0.02267 -0.09844
C 1.35794 0.32756 0.54497
H 2.44597 0.57981 0.63151
C 0.41103 1.05663 -0.42227
C 0.00822 -0.22959 -1.04186
C -2.17996 0.07304 0.33861
H 1.77792 -1.44711 -0.48707
C 0.97072 -0.98685 -0.02681
H -3.02150 -0.62793 0.05402
H -0.35033 -0.50069 -2.07439
H -2.37100 0.92406 0.99054
H 0.37427 2.05676 -0.44452
H 0.52670 -1.77474 0.53184
H 1.04651 0.57171 1.50389


152
Properties=species:S:1:pos:R:3 method="wB97M-V/def2-TZVPD" total_charge=+1 e_lumo_ev=-3.776 orbital_gap_ev=6.2 energy_ev=-127252.2415
O -9.20711 -6.10759 5.25187
H 2.06283 1.77518 -0.39153
H -5.88308 4.60227 -8.13107
H -0.55244 2.44597 -1.99767
H -6.91680 -0.60396 2.33434
C 0.45309 1.96255 -1.84277
H -2.89977 -2.89558 -3.08481
H -6.90570 -4.81421 6.88524
H 2.09025 -5.40651 5.41220
H 3.55053 4.08359 -1.80451
H -3.94604 -3.66318 -2.02677
C -4.97618 -1.78205 2.25321
C 1.98862 -0.86067 -1.01088
C 0.94740 1.70996 2.77804
C 0.42504 -3.69534 3.08685
H 1.07895 2.92501 -3.71949
H -0.41075 7.23561 -2.20232
H 1.96850 1.50093 2.34240
H -6.30888 3.19355 -7.11273
C 1.02991 1.39551 4.30145
C -2.07586 2.76352 0.59382
O 1.92280 -6.51638 8.39066
H 5.31050 4.05095 -0.25465
H -0.78048 1.05928 4.52785
H 1.10092 -4.70968 6.72946
H 0.73355 -6.34920 6.09769
C -0.19135 1.03715 1.92623
H 1.45761 3.88875 -2.22963
N 7.42835 -0.77702 -2.93565
B -1.35154 2.20529 1.92519
O -1.39026 4.40139 -2.00524
O -3.57667 0.42041 -3.06752
C -6.07783 -0.80122 1.62258
O 3.08048 -0.59167 -1.44294
H -0.11127 -2.73287 1.23018
H 0.40738 0.96427 -2.36861
C 5.31753 -1.16795 -6.91484
H -0.61942 -1.31711 4.08290
H 0.83224 2.83211 2.68186
H -2.95761 -1.73722 3.08275
N -0.75762 -0.15140 0.01982
H 2.99172 2.40261 4.47570
N -4.27062 3.65172 -7.17116
H 8.57291 4.13637 -1.81249
O -5.84914 -4.95272 4.07827
H 7.87302 5.44688 1.62050
H 2.54398 0.08617 0.84330
H -5.30927 -1.91378 3.32269
H -2.17744 0.55423 -5.01299
H 2.36924 1.65788 6.05921
C 3.84067 3.00451 -2.00511
H 0.09442 5.84984 -3.21626
O 6.18356 4.24430 -0.62735
N -9.65941 -6.38437 4.15492
C 6.62715 -1.63976 -2.02879
H -5.57449 -5.84976 6.28708
H 7.26671 2.01148 -5.46228
O -3.58649 3.92054 -8.13233
H 0.79871 -1.08548 3.01768
N -6.11664 -4.24832 5.03617
N 0.07495 1.07701 5.09908
C 8.30642 4.74080 2.32526
C 5.63412 2.43160 -3.93950
H -5.80674 -3.81119 2.23146
O -5.19280 -0.21194 -4.35196
C -2.59085 -2.34827 -1.14318
H 5.05788 -2.22170 -6.95680
H -5.84608 4.75072 -6.34810
C -0.74460 6.45109 -2.87780
H -4.04240 -3.72887 1.87293
H -2.25395 -3.19407 -0.49250
O 7.07916 -0.70871 -4.09902
O -2.67851 6.10383 -1.67592
O 7.84873 4.97073 4.58001
N -1.68371 5.57961 -2.12287
H 1.44667 -1.31649 1.03612
H -4.46403 -1.53541 -0.36570
O 8.37529 -0.20093 -2.44797
H 6.23669 -1.00661 -1.23514
H 4.84202 1.95786 -4.56259
C -5.93669 -4.83140 6.39107
F 2.79080 -3.19571 3.33601
H -3.27923 -0.27728 -0.93691
C 5.25926 3.01083 -2.64527
O -6.52053 -3.10552 4.97743
N 7.39643 4.66435 3.49826
Cl 0.90522 -1.81531 -2.08975
N 2.41986 -6.21721 7.32501
C -3.54281 -1.15620 2.32229
H 7.29161 -2.40451 -1.63278
H -2.40902 2.24015 3.56023
H 9.15488 3.13815 -4.04128
C -8.74010 -6.27991 2.99252
H -3.66157 -0.12510 2.77201
C 7.00904 2.44972 -4.47575
H 8.37002 3.74390 1.89507
N -0.96774 -0.13863 2.33996
N 4.39999 -0.41248 -7.80721
H 9.28264 5.07925 2.65981
C 1.48230 2.85808 -2.67202
H -1.75222 -1.80115 -1.64334
C 8.10233 3.06255 -3.70119
H 3.02374 0.59095 4.69749
C -5.03168 -3.24569 1.62858
O -1.76485 2.84202 3.14198
O 6.25522 4.29684 3.28481
O -3.89332 3.05193 -6.17804
C -3.39856 -1.22436 -0.32564
F 2.02743 -4.66856 1.63901
H 5.81787 -2.08798 -2.59779
H -1.51438 -3.12120 2.31696
H -8.67516 -7.26396 2.53373
H -3.18027 2.56768 0.74689
O -10.79472 -6.73758 3.92713
N -3.48375 -2.78540 -2.25450
H -1.78884 2.23149 -0.34157
C 1.60111 -0.38121 0.44249
C -1.63524 -0.48365 1.07803
C -5.69222 4.08589 -7.19508
O 3.55474 -1.04456 -8.40818
C -3.16137 0.23023 -5.33957
H -3.11224 -0.75856 -5.79157
H -1.28946 6.86476 -3.72325
H 5.18950 -0.77859 -5.90726
H -1.25759 0.15236 -0.81903
H -6.52509 -1.36077 0.75743
H -3.59757 0.95335 -6.02047
H -5.62894 0.13306 1.20318
C 7.74816 3.65003 -2.39009
N -4.05244 0.13787 -4.15476
C -0.31047 -1.30078 3.00296
H -9.16225 -5.55160 2.30359
H -5.21277 -4.21484 6.91954
C 2.46634 1.52727 4.95571
N -2.85456 -0.97013 1.02298
C 1.51472 -5.62234 6.30716
H -7.76981 -5.95557 3.35329
H 6.33152 -1.00607 -7.27299
C -0.48313 -2.68960 2.28572
C 0.39819 0.66043 0.49664
N 2.82780 2.25770 -2.76013
H 0.76365 2.88953 0.11251
C 6.36423 3.63945 -1.86321
H 3.04671 2.19644 -3.75068
H -5.24198 -3.24075 0.53289
O 4.56296 0.78994 -7.86955
O 3.58643 -6.36095 7.02006
H 3.96063 2.54177 -0.97506
C 0.94120 1.87900 -0.34846
H -1.98332 3.88228 0.50862
F -0.08032 -4.37560 4.19725
C 1.76975 -3.85495 2.69289


96
Properties=species:S:1:pos:R:3 method="wB97M-V/def2-TZVPD" total_charge=+1 e_lumo_ev="-2.361 / -2.345" orbital_gap_ev="6.7 / 6.7" multiplicity=2 energy_ev=-145601.6682
O 1.89790 -0.78253 1.89456
C 0.33770 -3.69242 -1.56354
C -0.15975 2.57578 1.24198
H -5.34475 -0.23570 -1.33552
C 1.47216 -2.82126 4.22008
C 6.58161 -0.40700 2.74864
H 1.98605 3.61634 -2.34917
C -2.97634 1.33122 -3.19952
C -3.43392 1.17625 1.01736
H -5.15755 0.57792 3.86545
C -5.73431 1.02701 -3.01994
C -1.85477 -2.99255 -1.59852
C 0.91971 0.43785 -2.78061
C -4.66141 0.38763 2.92213
C -3.80867 1.98990 -4.09411
H -1.13953 -2.36812 5.86142
C -1.35364 -5.28884 -2.03717
As -0.07519 -1.81735 3.61934
H -1.04845 2.96375 0.74374
H 2.32616 -2.68034 3.56690
H 1.47383 -1.79871 -4.41910
H 0.79040 0.58381 3.64361
H 2.93036 -0.11886 3.95161
H -1.54983 -3.57448 4.61627
H -3.38194 2.62061 -4.86286
H 0.36721 4.34522 -0.93183
H -0.94398 0.49023 4.04889
H 1.17850 -3.86932 4.22133
N 0.83507 1.59780 -0.70736
H -2.37524 -2.01119 4.62640
C -3.52537 0.52196 -2.20968
H 0.27352 0.01585 5.25696
C 5.55047 -0.73151 1.88723
S -0.81014 -2.30696 1.70484
H -0.20322 -1.29721 -4.63527
H -3.72170 -2.20641 -1.72440
C -3.37998 -0.11970 0.50343
Ce 0.43222 -0.61418 -0.08785
C 5.00088 0.11998 4.47507
H -1.89872 1.43976 -3.27135
O 2.40824 -1.58322 -0.47040
N -2.77432 -1.97360 -1.46693
H -2.98575 1.98689 0.45286
C 1.66280 1.38226 -4.84392
H -1.66673 -6.29734 -2.27145
H -0.36329 1.53472 1.53840
C 3.95602 -0.20198 3.62317
H -6.80755 0.90864 -2.94787
C -1.42821 -2.51213 4.82050
C -0.00454 -4.98948 -1.85849
N 3.41329 -1.34994 0.29357
H 2.71589 3.49986 -5.95373
H 0.01939 3.16018 2.14649
H -4.10586 2.43814 2.61595
C -4.64090 -0.89709 2.39933
P -2.42241 -0.35040 -1.04721
H 2.54073 3.18779 1.78883
C 0.83434 -1.00593 -4.81350
C 2.54168 3.73877 -4.90595
H 0.98219 4.77228 0.67135
H 3.17950 2.27159 0.41449
H 2.11668 4.34732 -0.59860
H -3.34200 -4.47740 -2.06240
C -4.90936 0.37426 -2.11992
N 3.13850 -0.95234 1.46432
C 1.13428 4.12008 -0.19030
C 2.32816 2.37410 1.09087
C 1.04744 2.66336 0.28440
H 0.99344 -0.94228 -5.88834
C -5.18372 1.84144 -4.00280
H 0.52022 -0.44639 -2.27605
N -0.56032 -2.69983 -1.41524
C -4.06375 1.42978 2.22440
H 1.84502 1.29942 -5.90834
C 1.17519 1.62743 -2.04231
H 1.37654 -3.41284 -1.44175
C -2.28726 -4.28529 -1.91805
C 6.31294 0.01800 4.04390
C 4.23347 -0.63066 2.33521
H -3.96245 -2.16492 0.81240
H 1.72068 -2.50629 5.23300
H 4.78244 0.45907 5.47885
C 1.14603 0.30547 -4.13856
C 1.72613 2.67633 -2.80327
H 1.86697 4.59507 -4.85771
C 0.03381 0.03213 4.19393
H 3.49020 4.04110 -4.45988
C -3.99290 -1.15508 1.19931
H 5.74554 -1.05907 0.87873
H 2.21527 1.45884 1.66844
H 7.12572 0.27633 4.70902
H -5.13126 -1.70749 2.92448
H 0.75696 -5.74891 -1.95538
C 1.96112 2.56089 -4.16803
H 7.60349 -0.48108 2.40243
H -5.83309 2.36525 -4.69168


112
Properties=species:S:1:pos:R:3 method="wB97M-V/def2-TZVPD" total_charge=+2 e_lumo_ev=-7.341 orbital_gap_ev=4.6 energy_ev=-393766.4004
H -4.07981 1.84587 -0.27128
C 1.11748 -1.13917 -1.54810
H -2.14972 -6.13564 6.33380
C -6.09372 -5.58513 1.69038
H -1.24800 2.57130 -2.25862
C -0.63399 -6.48626 1.00151
C -0.29327 -5.95022 5.27591
H 3.11659 1.40345 -0.45306
C 0.45511 -5.18767 4.38632
H -0.25481 6.27877 2.10238
H -0.55212 -1.40013 -3.63020
C -1.18649 6.31253 -2.89892
H -2.42592 -5.88740 2.88017
H -4.46470 -3.42014 2.70687
H 1.74573 4.16324 -0.14538
C 2.83497 -1.69029 -3.19965
H -6.60067 -6.50339 3.56496
N -2.55150 -0.74061 0.02063
C 2.49951 1.70387 -1.29278
Se 0.64252 0.09639 2.27033
H 2.52271 0.94812 -2.06703
H -7.12152 -5.50933 1.35732
O 1.87356 -1.04363 -0.61522
C -2.13578 -4.41869 5.05144
H 0.77601 8.15108 -0.04076
As 0.70319 2.05423 -0.70243
C -3.44894 -5.80508 2.53671
C -1.57813 -5.55612 5.61992
H 1.46611 -5.48079 4.13368
H -0.88889 7.04608 -3.64626
C -6.01863 -2.59455 3.92082
P -1.95867 -2.03311 3.59464
C -0.08334 -4.02915 3.85068
H -0.58826 3.30186 2.67018
Se -2.83641 -4.91076 -1.85147
H -1.35919 4.37417 -0.89764
H 2.82707 2.65983 -1.69369
H 3.58744 -1.63972 -2.42263
H 0.52599 -3.40924 3.19994
C 3.13471 -1.99816 -4.48942
C -4.70707 -2.70603 3.48673
H 2.74350 -6.47774 1.24092
C -0.84167 -5.14239 0.69011
O 2.70574 -2.41212 -6.64721
H -1.33096 5.35663 -3.40246
H 4.41601 -3.57753 -6.63639
C 2.14775 -2.08531 -5.47478
H -3.14520 -4.12787 5.31320
C 4.12324 -2.55514 -6.41970
H -2.12679 6.63080 -2.44697
H -5.28451 -4.76332 -0.12103
W -0.58971 0.01126 0.38902
C -0.16889 2.54647 -2.34652
C -5.35281 -0.93948 5.53950
C -2.22555 -2.03096 1.77712
H 0.13576 -6.84093 5.71733
C 0.65287 -6.95674 1.21462
C -5.79998 -6.14331 2.93016
H 2.38437 -4.10057 0.63360
P -2.48254 -4.61827 0.16467
H 0.06614 -1.95779 -5.99076
C -3.35849 2.65394 -0.19347
As -2.03177 2.13905 1.09528
H -1.89323 4.34547 2.11869
H 0.21113 3.51905 -2.65300
H -4.25533 -6.70692 4.30649
H -5.60156 -0.26499 6.34878
O 4.34579 -2.27322 -5.03256
H 0.10608 1.79477 -3.08432
C -5.06747 -5.15515 0.86554
C 1.73973 -6.10015 1.08933
C -3.09669 1.72941 2.64441
H 0.11759 -3.26258 0.26336
H 1.56196 3.16232 1.28757
C -0.11808 4.47354 0.89401
C -1.39445 -3.65714 4.15088
C -4.48267 -6.25791 3.34793
C 1.03021 3.57894 0.43128
C 1.53967 -4.76836 0.75130
N -2.29185 -0.75304 1.36029
H -3.58032 2.65516 2.94451
C -2.47122 -2.80073 0.60371
C -3.73975 -5.25608 1.29079
H -2.95744 2.88126 -1.17257
H 0.97574 5.13851 2.66717
C 1.46868 -1.45122 -2.91696
H -0.97237 8.10085 -0.38345
As 0.23452 6.17486 -1.56256
O -0.19673 -0.83877 -1.31258
C 0.48417 -1.54872 -3.90056
C -4.03893 -1.04119 5.09940
H -6.78785 -3.20618 3.46525
H -3.26469 -0.44381 5.56962
C 0.81434 -1.86750 -5.21476
H -2.44561 1.36155 3.43124
H -3.83778 0.97470 2.40680
C 0.25240 -4.29406 0.54972
C 0.02394 7.96227 -0.80342
H -3.83320 3.53843 0.22127
C -0.86477 5.12538 -0.27882
C -1.08867 3.69037 1.78107
H 0.16942 8.68189 -1.60770
N -2.61049 -1.97129 -0.42409
H 4.65376 -1.83274 -7.03103
H 0.81012 -7.99879 1.46291
C -3.70882 -1.92175 4.06962
H -7.36492 -1.63404 5.28953
H -1.65491 5.77285 0.11357
H -1.47038 -7.17251 1.05968
C 0.50586 5.56485 1.77773
H 1.27211 6.11564 1.23034
C -6.34126 -1.71198 4.94618


123
Properties=species:S:1:pos:R:3 method="wB97M-V/def2-TZVPD" e_lumo_ev=0.351 orbital_gap_ev=10.0 energy_ev=-85462.7722
O 0.71546 0.69935 -0.34701
H 9.53290 -4.79034 -2.02186
H 2.64904 -1.30938 -4.37414
C 0.59003 -0.88438 -4.91090
C -2.80981 1.90038 -3.10410
C 5.37526 -0.39142 -1.77885
C 1.77857 3.77353 -1.62440
C -0.61976 4.05744 3.79707
H 1.53927 4.16196 -4.45360
C 7.80809 -2.95140 -2.26948
H 2.27067 4.76258 -1.51767
C -0.91410 3.89607 1.43644
O -6.92874 -3.40686 0.27442
H 4.64391 5.78888 5.26745
H 2.63869 -1.16380 0.27948
H -0.45239 5.12618 3.88328
C 1.67441 -1.77992 -4.29029
O -2.84508 -3.87447 1.86040
O -1.35884 0.10402 -0.30986
H -3.15687 -2.20189 5.35821
H -3.07386 3.73053 -2.09019
H 1.51647 3.49598 -0.61068
C -0.27732 0.48813 0.49503
H 10.94508 -3.82000 -2.44928
C -4.78330 2.32518 -1.79916
C 2.52002 -0.32491 0.95856
H -5.05838 2.18986 -0.72559
C -2.44945 -0.32640 0.54807
C -3.82721 -1.85493 4.62269
H 5.81068 2.41583 -0.61192
C 4.59664 3.61312 0.69369
H 0.95397 0.14718 -4.85002
H -0.04771 4.54464 -2.65085
C 4.53695 4.28690 2.96682
C -0.61285 -0.97579 -3.89760
C -3.26671 2.65197 -1.91327
H -1.29828 -1.78289 -4.13797
H -6.05538 -6.59159 -0.25013
C -8.69974 -1.45116 -0.12141
H -4.78377 -6.07831 3.91834
H 5.37006 -2.33713 -2.77820
O -6.15788 -2.42833 2.08481
O 2.01153 -1.88610 -1.88302
C 9.88254 -3.95656 -2.64917
H -3.34419 0.31501 0.41556
H -1.78290 -6.11427 3.92559
O 0.03910 -1.24939 -2.61207
H -3.56464 -5.77482 2.54441
O 7.25078 -1.80272 -2.02028
O 3.81172 4.06528 4.06526
O -3.81595 1.11997 -3.53496
H -2.71400 2.43844 -0.96118
O -0.22713 0.62329 1.67419
H -2.82550 -7.58867 3.92485
C -6.85425 -2.39171 1.12851
O -1.78915 1.99128 -3.75125
H 5.37186 0.19209 -2.70084
H -2.58541 4.23413 2.80558
C 5.86428 -1.80188 -1.93370
H 1.73555 -2.83705 -4.63176
C -1.67203 3.69070 2.72561
H -0.74567 3.61860 4.77202
H 6.00794 0.11433 -1.11038
H 3.75883 3.73579 0.04636
H -2.21384 -0.33075 1.60115
H 6.36872 2.51667 1.09139
C -3.77425 -5.73491 3.59682
O 2.83336 2.94218 -2.07789
H 2.06550 1.78891 0.94441
H 0.07272 2.77659 -2.17631
C 0.62468 3.44718 3.12776
H 4.95362 4.09002 5.75482
H -9.26927 -0.51881 -0.01504
C 2.69965 2.74988 -3.39599
H 1.51332 4.05075 3.26884
H -5.39802 3.09102 -2.19434
H 2.70429 1.12640 -0.58474
H -4.77317 0.16316 -1.95222
H -2.75171 -6.50733 5.32051
O 7.25158 -4.01797 -2.37311
H 3.55870 -0.17995 1.37275
H -6.32062 -4.91086 1.53113
C -6.11911 -4.56882 0.48939
C -4.89403 1.05483 -2.58822
H -3.86228 -0.78614 4.55011
H -7.60547 -5.80562 -0.52112
C 5.48895 2.43496 0.43269
C -2.71843 -6.55477 4.22442
C 0.63021 3.66195 -2.58483
H -5.06053 -4.27778 0.40005
C 1.30182 -1.67135 -2.83895
O 9.11149 -2.77896 -2.31413
H 5.62984 -2.40886 -1.06533
H -9.33385 -2.33122 0.09958
H 3.30027 4.83144 5.91987
H -8.24667 -1.52691 -1.11485
O 4.01121 3.52195 2.03621
O 0.43370 3.64953 1.70661
H 0.25115 -1.08067 -5.92115
H 5.21536 4.50546 0.65976
C 1.36110 3.27755 -3.84791
O -3.72208 -4.38020 3.95894
H -1.21187 -0.04686 -3.87983
H 9.71170 -4.19719 -3.71448
H -6.35608 -5.34850 -1.49388
O 5.38540 5.19545 2.84094
H -2.69640 -1.30829 0.16387
O -1.23577 4.26939 0.36977
O -3.26347 -2.25027 3.34488
H -1.85878 2.61120 2.76313
H 0.62198 2.36515 3.31507
H -5.75964 1.03677 -3.15903
H -4.88159 -2.14973 4.78589
C -3.23151 -3.50388 2.96355
C 2.06329 0.90239 0.27728
H 4.33530 -0.38621 -1.40008
H 1.86109 -0.64642 1.73830
O 3.51994 2.22543 -4.08116
H 4.95018 1.49147 0.54892
O -7.63603 -1.36145 0.86275
C -6.52547 -5.65082 -0.48258
H 0.87494 2.51482 -4.39216
C 4.21287 4.75882 5.31208